1.
45
Properties=species:S:1:pos:R:3:forces:R:3:lowdin_charge:R:1 method="wB97M-V/def2-TZVPD" energy_ev=-51664.759 charge=+2 gap_ev=5.60 homo_energy_ev=-15.547 e_above_lowest_kcal_mol=28.9
Ce 0.78047 -2.59319 1.74283 -0.662 0.322 0.033 1.86
O -3.87595 1.22743 1.58453 0.132 -0.092 0.071 0.17
C -3.02875 0.23450 1.77520 -0.147 0.082 -0.004 -0.23
C -3.10287 -0.98721 1.07750 -0.213 0.033 0.054 0.13
C -2.17558 -1.94584 1.37247 0.096 -0.167 0.084 -0.13
N -1.23741 -1.74102 2.31273 0.711 -0.022 -0.487 0.00
C -1.12752 -0.55950 2.95443 0.094 -0.160 0.110 -0.13
C -1.99891 0.45973 2.71084 -0.115 0.084 0.164 0.14
C 0.11351 -0.46474 3.83395 -0.641 0.942 0.240 -0.52
O 0.34508 0.52899 4.45789 0.147 -0.490 -0.063 0.19
O 0.89489 -1.53637 3.71027 -0.086 -1.056 -1.785 -0.15
C -1.99770 -3.25101 0.60356 -0.938 0.478 -0.251 -0.52
O -2.77836 -3.56228 -0.24434 0.346 -0.222 0.157 0.19
O -0.86469 -3.87411 0.92612 1.514 1.162 0.850 -0.16
H -4.59445 0.99268 0.98317 -0.105 0.023 -0.088 0.15
H -3.86315 -1.18509 0.32931 0.053 0.013 0.024 0.16
H -1.91809 1.40373 3.23808 -0.007 -0.072 -0.053 0.16
O 2.09264 4.19063 -0.71952 0.048 0.178 -0.030 -0.04
C 1.96768 3.96603 0.66644 -0.055 -0.125 -0.088 -0.18
C 1.93745 2.47773 0.85302 -0.007 -0.216 0.016 -0.13
C 2.42044 1.85246 1.98974 0.030 -0.579 0.229 0.06
C 2.33761 0.46232 2.09555 0.325 0.885 0.253 -0.08
N 1.81299 -0.31515 1.14705 -0.658 -0.564 -0.214 0.01
C 1.37963 0.28246 0.00609 0.193 0.909 0.096 -0.17
C 1.41848 1.66833 -0.15698 0.042 -0.693 0.122 0.08
C 0.90031 -0.59524 -1.06570 -0.104 -0.078 -0.844 -0.17
C 0.83310 -0.15267 -2.39375 0.127 -0.235 0.681 0.08
C 0.37011 -1.00414 -3.38721 -0.079 -0.206 0.077 -0.13
C 0.23587 -0.57611 -4.83368 -0.131 -0.045 0.060 -0.19
O -1.13057 -0.53212 -5.19073 0.046 -0.055 0.039 -0.02
C -0.02430 -2.28266 -3.00312 -0.001 -0.220 0.453 0.06
C 0.09319 -2.67154 -1.66987 -0.208 -0.274 -1.050 -0.07
N 0.55822 -1.86062 -0.72090 0.205 0.558 1.003 0.01
H 2.31009 5.11517 -0.88120 -0.045 -0.005 -0.017 0.11
H 1.02739 4.37782 1.05107 -0.019 0.042 0.084 0.15
H 2.78356 4.39809 1.24694 0.089 0.010 -0.019 0.14
H 2.85182 2.42047 2.80664 0.002 -0.102 -0.062 0.14
H 2.71402 -0.03269 2.97884 -0.038 0.020 0.085 0.13
H 1.06217 2.14137 -1.06078 0.001 -0.093 0.035 0.13
H 1.17888 0.83967 -2.65492 -0.044 -0.052 0.056 0.13
H 0.69277 -1.33293 -5.47012 0.047 0.003 -0.021 0.14
H 0.75392 0.36775 -5.00962 -0.020 0.061 0.014 0.13
H -1.53075 0.29371 -4.89858 0.050 0.024 -0.045 0.10
H -0.41879 -2.97925 -3.73465 0.035 0.021 0.104 0.15
H -0.19845 -3.66558 -1.35857 -0.011 -0.029 -0.076 0.12



2.
52
Properties=species:S:1:pos:R:3:forces:R:3:lowdin_charge:R:1 method="wB97M-V/def2-TZVPD" energy_ev=-130338.118 charge=-1 gap_ev=5.80 homo_energy_ev=-4.340 e_above_lowest_kcal_mol=2.6
Tl 1.39041 -1.24926 -1.24629 0.333 0.353 -0.202 0.38
C 1.56763 -0.59055 3.48067 -0.024 -0.055 -0.014 -0.03
C 1.65763 -0.47948 1.98889 0.027 0.013 -0.003 -0.27
N 1.63858 -1.48926 1.20816 0.027 -0.091 0.109 -0.04
N 1.49161 -2.72533 1.75879 -0.023 0.081 -0.025 0.01
C 1.65343 -3.70961 0.91178 -0.038 0.075 -0.040 -0.86
N 1.53463 -4.95791 1.43498 0.063 -0.059 0.088 0.06
S 2.05804 -3.64856 -0.77491 -0.117 -0.199 0.058 0.58
C 1.76107 0.85587 1.34290 0.044 0.021 -0.004 -0.22
C 1.57256 2.03752 2.05337 0.013 -0.058 -0.083 -0.01
C 1.69119 3.24514 1.38173 0.000 -0.003 0.000 -0.06
C 2.00635 3.24632 0.03552 0.012 0.008 -0.021 -0.04
C 2.16597 2.02277 -0.60101 -0.013 0.014 0.014 -0.10
N 2.04304 0.87110 0.03801 -0.121 -0.011 0.092 0.06
H 1.98210 -1.54346 3.79998 -0.008 0.012 -0.018 0.07
H 2.09601 0.22291 3.97304 0.022 0.003 0.010 0.07
H 0.52258 -0.56827 3.80221 -0.012 0.017 -0.002 0.09
H 1.15900 -5.02652 2.36621 0.003 -0.003 -0.004 0.09
H 1.42527 -5.73007 0.80430 -0.052 0.019 -0.013 0.07
H 1.31704 2.01854 3.10217 0.002 -0.008 0.023 0.10
H 1.53531 4.17620 1.91110 -0.002 0.013 0.003 0.11
H 2.11396 4.16561 -0.52210 -0.003 0.010 -0.004 0.11
H 2.38892 1.95546 -1.65993 -0.001 0.011 -0.017 0.10
S 4.28591 2.77762 -6.74622 -0.026 -0.033 0.046 0.44
C 3.66247 1.79741 -5.56343 0.038 0.058 -0.094 -1.54
S 1.98123 1.64288 -5.24192 0.020 0.019 0.008 0.88
C 2.07651 0.49036 -3.92756 0.207 -0.072 0.111 -1.14
C 3.32928 0.09770 -3.58306 -0.268 0.040 -0.012 -1.17
S 3.78778 -1.02441 -2.33834 0.093 0.014 -0.001 0.48
S 4.61824 0.82125 -4.52333 -0.021 0.014 0.013 0.88
S 0.53839 0.04160 -3.21776 -0.055 -0.012 -0.149 0.59
Cl -0.43892 -3.79668 -3.57878 -0.021 -0.022 -0.012 0.52
C -1.73082 -4.24915 -2.45860 -0.031 0.087 -0.050 -0.98
Cl -1.52716 -3.52231 -0.86442 -0.067 -0.164 0.159 0.58
H -1.72689 -5.32762 -2.34912 0.008 0.026 -0.008 0.02
H -2.66802 -3.88966 -2.86805 0.028 0.000 0.000 0.03
O -2.06686 -0.51979 -1.79204 -0.041 0.011 -0.041 -0.04
C -1.66053 -0.19684 -0.68239 0.033 0.068 -0.010 -0.66
O -0.52090 -0.43721 -0.16015 -0.018 -0.170 0.123 -0.17
C -2.58850 0.59852 0.23258 -0.030 -0.022 -0.043 -0.09
C -3.78094 1.09949 -0.27797 -0.003 -0.007 0.009 0.00
C -4.64291 1.82469 0.52724 0.088 -0.055 0.012 0.01
C -4.28638 2.02591 1.85063 -0.079 -0.069 0.074 -0.16
C -3.10752 1.53911 2.39135 -0.012 -0.033 -0.114 0.01
C -2.25683 0.82539 1.56381 0.016 0.029 0.025 0.00
N -5.19733 2.78629 2.71932 0.197 0.368 -0.103 -0.36
O -6.21756 3.23033 2.22749 -0.082 -0.119 0.051 0.06
O -4.85851 2.97773 3.87268 -0.084 -0.116 0.049 0.06
H -4.01056 0.90459 -1.31645 0.001 -0.006 -0.010 0.12
H -5.57080 2.22809 0.15193 -0.012 0.006 0.011 0.11
H -2.87477 1.72260 3.42905 -0.012 0.008 0.013 0.11
H -1.31942 0.43295 1.93395 0.003 -0.012 -0.004 0.11



3.
47
Properties=species:S:1:pos:R:3:forces:R:3:nbo_charge:R:1 method="wB97M-V/def2-TZVPD" energy_ev=-78307.628 charge=-2 gap_ev=6.41 homo_energy_ev=-1.629 e_above_lowest_kcal_mol=25.5
Pd -0.69570 0.11214 -0.52295 0.389 0.814 0.371 1.13
C 0.18831 3.75259 -2.91490 -0.117 -0.073 -0.130 -0.24
O 1.60056 3.72854 -2.77363 0.054 0.071 0.240 -0.53
C 2.21367 2.76379 -2.00091 -0.144 -0.008 -0.084 0.21
C 3.57205 2.66283 -2.20598 0.036 -0.094 0.038 -0.25
C 4.36619 1.77153 -1.47759 -0.003 0.075 -0.055 -0.29
C 3.76142 0.98158 -0.52848 -0.025 -0.082 0.093 -0.19
C 2.38027 1.04425 -0.31061 -0.044 0.149 -0.298 -0.23
C 1.81356 0.30847 0.79684 -0.076 -0.015 0.374 0.09
N 0.57875 -0.00739 0.93536 0.202 -0.296 0.145 -0.22
N 0.19372 -0.49656 2.15228 0.184 -0.305 0.563 -0.50
C -1.12011 -0.52579 2.32571 0.230 0.113 -0.491 0.55
O -2.00542 -0.14212 1.53141 -0.277 -0.007 0.183 -0.73
C -1.53590 -1.05885 3.66790 -0.055 -0.097 0.231 0.00
C -0.64273 -1.69149 4.53105 -0.037 0.049 -0.028 -0.21
C -1.07254 -2.16931 5.75973 0.002 -0.016 0.033 -0.24
C -2.39890 -2.01960 6.14690 -0.004 0.007 -0.015 -0.24
C -3.29344 -1.39439 5.28849 -0.032 -0.019 0.060 -0.23
C -2.86475 -0.92312 4.05679 0.044 0.001 -0.090 -0.21
C 1.53809 1.93801 -1.04039 0.482 -0.001 0.035 0.42
O 0.28088 2.05616 -0.78874 -0.525 -0.412 -0.177 -0.77
H -0.00666 4.50506 -3.68328 0.027 -0.006 -0.001 0.15
H -0.31852 4.02380 -1.99136 0.033 0.006 0.024 0.19
H -0.18804 2.78621 -3.24331 0.010 -0.003 0.003 0.20
H 4.00862 3.30283 -2.96483 -0.012 0.002 -0.004 0.20
H 5.43148 1.70982 -1.66300 -0.004 -0.004 0.000 0.19
H 4.34799 0.29109 0.06978 -0.004 0.002 -0.008 0.19
H 2.45044 0.07617 1.64824 0.032 -0.010 -0.017 0.18
H 0.38474 -1.79841 4.21307 0.008 -0.001 -0.006 0.24
H -0.37136 -2.66747 6.42017 0.006 0.003 -0.006 0.19
H -2.73401 -2.39523 7.10732 0.001 0.000 0.001 0.19
H -4.33199 -1.28164 5.57964 -0.001 0.002 -0.007 0.19
H -3.54221 -0.45020 3.35749 0.001 0.006 0.004 0.24
C -2.15517 0.87053 -4.30556 0.079 -0.032 0.081 -0.72
C -1.31638 0.51105 -3.08310 -0.311 -0.290 0.132 0.77
O -0.11301 0.28845 -3.19481 -0.268 0.202 -0.340 -0.69
O -1.99035 0.43380 -1.97766 0.120 0.086 -0.896 -0.73
H -2.24818 -0.02207 -4.92648 -0.003 -0.005 -0.008 0.22
H -1.63740 1.63186 -4.88933 -0.005 0.007 -0.014 0.21
H -3.14681 1.21479 -4.01693 0.010 0.008 -0.009 0.21
Cl -0.15213 -3.24905 -3.56027 -0.040 -0.002 -0.133 -0.03
C 0.54561 -3.41531 -1.92931 -0.107 0.127 0.332 -0.21
Cl 1.40480 -4.97807 -1.84665 0.026 -0.060 0.005 -0.04
Cl 1.72236 -2.11447 -1.67413 -0.039 -0.114 -0.019 0.02
C -0.70320 -3.34450 -0.87707 0.522 -0.063 -0.625 0.77
O -1.16008 -4.43767 -0.57257 -0.074 0.022 0.149 -0.70
O -1.03852 -2.18261 -0.62437 -0.292 0.267 0.364 -0.74